{
  "formula": "C51H99BrCaCl2FN3O17S3",
  "method": "ωB97M-V/def2-TZVPD",
  "mol_weight_g_mol": 1332.4,
  "max_force_ev_per_a": 6.91,
  "charge": 0,
  "e_tot_ev": -242496.927,
  "homo_lumo_gap_ha": 0.023,
  "lumo_energy_ha": -0.15365,
  "e_homo_ev": -4.796,
  "elements": ["C", "O", "C", "C", "C", "C", "C", "C", "C", "C", "C", "C", "C", "C", "S", "C", "O", "C", "S", "C", "C", "O", "O", "C", "C", "C", "O", "C", "O", "C", "S", "N", "O", "C", "C", "O", "Br", "H", "H", "H", "H", "H", "H", "H", "H", "H", "H", "H", "H", "H", "H", "H", "H", "H", "H", "H", "H", "H", "H", "H", "H", "H", "H", "H", "H", "H", "H", "H", "H", "H", "H", "H", "H", "H", "H", "H", "H", "H", "H", "H", "H", "C", "C", "O", "H", "H", "H", "H", "H", "H", "Cl", "F", "C", "C", "C", "C", "C", "C", "H", "H", "H", "H", "H", "O", "H", "H", "C", "O", "C", "C", "O", "C", "C", "O", "C", "H", "H", "H", "H", "H", "H", "H", "H", "H", "H", "H", "H", "H", "H", "N", "H", "H", "H", "H", "Ca", "C", "C", "C", "C", "C", "C", "N", "O", "C", "C", "C", "H", "H", "H", "H", "H", "H", "H", "H", "H", "H", "H", "H", "H", "H", "H", "H", "H", "H", "C", "C", "C", "O", "C", "O", "O", "H", "H", "H", "H", "H", "H", "Cl"],
  "xyz": [[-4.6802, -0.4579, 5.7189], [-6.1015, -0.4571, 6.0102], [-6.5664, 0.8854, 6.3620], [-8.0984, 1.1006, 5.8462], [-8.0764, 1.1822, 4.2087], [-8.9709, -0.0419, 3.6607], [-8.6848, -0.4572, 2.1271], [-7.1115, -0.5758, 1.7717], [-6.8527, -1.8810, 0.8360], [-5.2978, -2.3019, 1.0484], [-5.1417, -3.6833, 1.8666], [-3.7607, -4.4787, 1.6077], [-2.4398, -3.5574, 1.5500], [-2.0174, -3.0338, 0.0829], [-0.1383, -3.3350, -0.0226], [-2.2358, -1.4235, 0.0578], [-0.9195, -0.7868, 0.1219], [-0.8013, 0.0865, 1.2697], [-1.5367, 1.7429, 0.7875], [-3.2602, 1.9323, 1.4674], [-3.4460, 3.4316, 2.0946], [-4.5745, 3.6639, 2.6387], [-2.3864, 4.3869, 1.9636], [-2.0482, 5.0002, 3.2373], [-0.6644, 4.4748, 3.8913], [-1.0568, 3.2301, 4.8798], [0.2551, 3.9499, 2.8921], [0.7244, 5.0005, 2.0138], [0.8924, 6.2096, 2.3710], [0.9872, 4.5447, 0.4781], [-0.4589, 5.1224, -0.5928], [-2.6338, -3.7747, -1.0635], [-2.0283, -5.0203, -1.0340], [-2.2664, -3.2173, -2.3967], [-3.6074, -2.6628, -3.1587], [-4.7640, -2.6660, -2.6144], [-3.5459, -1.9548, -5.0497], [-4.4218, 0.3013, 4.8745], [-4.3240, -1.4897, 5.3321], [-4.0898, -0.1734, 6.6717], [-6.5170, 1.0945, 7.4927], [-5.9133, 1.6575, 5.7914], [-8.5890, 2.0504, 6.2867], [-8.7017, 0.1602, 6.1608], [-8.4629, 2.2175, 3.8377], [-6.9500, 1.1053, 3.9245], [-10.0823, 0.3107, 3.7129], [-8.9193, -0.9968, 4.3063], [-9.1818, 0.2323, 1.3448], [-9.1409, -1.5182, 1.9642], [-6.5256, -0.7153, 2.7713], [-6.7006, 0.3610, 1.2298], [-7.0161, -1.6777, -0.2820], [-7.4859, -2.7945, 1.1268], [-4.7918, -1.4675, 1.6873], [-4.8094, -2.3618, -0.0019], [-5.3800, -3.4825, 2.9794], [-5.9966, -4.3830, 1.4912], [-3.6214, -5.1874, 2.5252], [-3.9222, -5.1694, 0.7073], [-2.5760, -2.7210, 2.3359], [-1.5653, -4.2156, 1.9555], [0.3311, -2.8817, -1.2613], [-2.8097, -1.0402, 0.9973], [-2.8170, -1.0238, -0.8487], [-1.2156, -0.3437, 2.2514], [0.3278, 0.2986, 1.4670], [-3.9844, 1.8648, 0.5627], [-3.5235, 1.1372, 2.2508], [-1.9059, 6.1359, 3.0364], [-2.8601, 4.9035, 4.0486], [-0.1881, 5.3156, 4.5385], [-1.2918, 2.3261, 4.1986], [-1.9640, 3.5124, 5.5414], [-0.1380, 2.9635, 5.5246], [1.9941, 4.9426, 0.1028], [1.0368, 3.3961, 0.4259], [-0.5515, 4.1853, -1.6218], [-2.7083, -5.7345, -1.1020], [-1.4612, -2.4000, -2.3918], [-1.9023, -4.1008, -3.0641], [-0.1282, -7.6879, -3.0975], [-1.4371, -8.3805, -2.7847], [-2.4835, -7.4186, -2.6576], [0.1262, -6.9715, -2.3052], [0.6747, -8.4064, -3.1883], [-0.2047, -7.1214, -4.0243], [-1.3642, -8.9286, -1.8434], [-1.7044, -9.0882, -3.5768], [-2.5466, -6.9438, -3.4982], [0.8276, -8.6966, -5.0121], [3.9059, 4.7228, -1.0124], [5.0120, 5.4221, -0.7347], [6.2277, 4.7609, -0.6191], [7.3783, 5.4890, -0.3352], [7.2995, 6.8691, -0.1591], [6.0714, 7.5211, -0.2726], [4.9229, 6.7944, -0.5677], [6.2677, 3.6858, -0.7512], [8.3345, 4.9834, -0.2503], [8.2000, 7.4376, 0.0677], [6.0096, 8.5968, -0.1304], [3.9620, 7.2864, -0.6682], [6.8062, 8.1466, 3.0824], [6.6214, 7.9411, 2.1573], [6.3341, 8.9758, 3.2365], [4.0517, 14.7365, -0.1555], [3.4924, 13.4462, 0.0144], [4.3070, 12.4264, -0.5530], [3.9945, 11.0781, 0.0897], [4.6256, 10.9005, 1.3608], [4.0819, 11.6676, 2.4415], [2.7281, 11.1533, 2.9205], [1.6933, 11.5895, 2.0442], [0.5578, 10.7424, 2.0895], [4.1459, 14.9783, -1.2176], [3.3868, 15.4612, 0.3177], [5.0287, 14.7957, 0.3360], [5.3690, 12.6608, -0.4085], [4.0875, 12.3856, -1.6249], [4.4145, 10.2935, -0.5516], [2.9211, 10.8929, 0.1532], [4.0530, 12.7290, 2.1949], [4.7945, 11.5532, 3.2640], [2.5115, 11.5611, 3.9141], [2.7511, 10.0581, 2.9756], [0.8297, 9.7263, 1.7840], [-0.1816, 11.1251, 1.3840], [0.1249, 10.7334, 3.0938], [-1.4505, -9.9401, -7.1047], [-1.3408, -9.5833, -8.0579], [-1.4038, -10.9627, -7.1150], [-0.6925, -9.5671, -6.5080], [-2.3560, -9.6432, -6.7307], [7.4702, 9.7057, -1.1117], [1.5151, -13.5318, -2.8070], [0.0314, -13.1771, -3.0387], [-0.7882, -14.4737, -3.2395], [-0.9800, -15.3243, -1.9868], [-0.9575, -14.5180, -0.6910], [-1.3028, -13.0197, -0.8526], [-0.3745, -12.4367, -1.8319], [-0.5721, -11.1207, -2.0324], [-1.0510, -12.3657, 0.5260], [-2.7981, -12.8633, -1.1911], [-0.0543, -12.4095, -4.3796], [2.1236, -12.6299, -2.6996], [1.9233, -14.1042, -3.6471], [1.6576, -14.1311, -1.9041], [-1.7783, -14.2175, -3.6329], [-0.3266, -15.0957, -4.0170], [-1.9294, -15.8644, -2.0715], [-0.2034, -16.0944, -1.9384], [-1.6276, -14.9909, 0.0354], [0.0447, -14.6074, -0.2555], [0.0099, -12.4081, 0.7934], [-1.6087, -12.8849, 1.3126], [-1.3624, -11.3170, 0.5474], [-3.4158, -13.3174, -0.4084], [-3.0757, -13.3397, -2.1348], [-3.0914, -11.8116, -1.2556], [0.3199, -13.0287, -5.2029], [0.5507, -11.4981, -4.3748], [-1.0883, -12.1372, -4.6198], [11.0847, 8.9694, -6.1778], [11.4009, 9.6947, -4.8882], [12.8112, 9.5084, -4.4217], [12.6886, 9.7020, -3.0125], [11.4244, 9.3425, -2.6841], [11.0251, 9.1991, -1.5509], [10.6564, 9.1581, -3.7973], [10.0290, 9.0984, -6.4366], [11.6951, 9.3465, -7.0017], [11.2528, 7.8933, -6.0771], [11.1428, 10.7575, -4.9815], [13.4954, 10.2410, -4.8567], [13.2091, 8.4847, -4.6035], [13.9810, 6.9112, -4.6398]],
  "forces_ev_per_angstrom": [[0.63, 0.21, -0.15], [0.74, 1.22, -0.17], [-0.85, 1.05, -0.42], [0.67, -0.46, -0.53], [0.14, -0.47, 0.99], [-0.77, 0.66, -1.05], [0.23, -0.41, -0.27], [-0.67, -0.91, 0.03], [1.36, 0.21, 0.54], [-0.03, 0.00, -0.10], [-0.77, -0.16, -0.89], [-0.53, -0.23, 1.19], [0.26, -1.63, 0.31], [0.64, 1.53, 0.21], [0.53, -0.33, 0.10], [-0.27, 0.68, 0.41], [-1.21, 0.58, 1.51], [0.64, 0.04, -0.21], [-0.05, -0.41, 0.78], [-0.07, 0.91, -0.56], [-3.49, -0.10, 1.35], [5.30, -0.51, -2.10], [-1.92, -2.24, 1.78], [0.80, 2.27, 0.92], [-1.41, -0.93, 1.66], [0.86, 0.29, -0.78], [0.25, 3.08, -1.50], [0.18, 2.60, 0.44], [-0.91, -5.32, -1.26], [0.52, -1.39, 0.72], [0.55, -0.29, -0.02], [0.07, 1.56, -0.18], [-0.31, -2.04, 0.22], [-0.63, 0.13, -1.71], [-4.92, -0.24, 3.40], [6.26, 0.04, -2.92], [0.46, -0.59, 1.32], [-0.49, -1.04, 1.39], [-0.95, 1.56, 0.87], [-0.75, -0.46, -1.51], [0.19, -0.54, -1.56], [-0.96, -1.11, 1.07], [1.02, -1.61, -0.47], [0.92, 1.72, -0.39], [0.59, -1.96, 0.58], [-2.10, 0.01, 0.14], [1.84, -0.68, 0.03], [0.35, 1.66, -0.86], [0.64, -0.92, 1.46], [0.69, 1.90, 0.28], [-0.94, 0.18, -1.77], [-0.69, -1.46, 0.99], [0.05, -0.13, 1.72], [0.67, 1.58, -0.27], [-0.72, -1.34, -1.32], [-0.56, -0.08, 1.89], [0.65, -0.33, -1.65], [1.46, 1.13, 0.71], [-0.19, 1.17, -1.64], [0.55, 1.27, 1.20], [0.32, -1.06, -1.60], [-1.48, 1.14, -0.81], [-0.99, -0.12, 1.13], [0.75, -1.11, -1.78], [0.93, -0.74, 1.11], [0.27, 0.55, -1.52], [-2.01, -0.41, -0.66], [1.03, 0.08, 1.78], [0.32, 1.39, -1.06], [-0.37, -1.96, 0.12], [1.05, 0.00, -1.59], [-0.81, -1.34, -1.40], [0.19, 1.38, 1.18], [1.63, -0.51, -1.13], [-1.58, 0.36, -0.93], [-1.76, -0.29, 0.76], [-0.19, 1.78, 0.23], [0.58, 0.48, 1.23], [0.40, 0.84, -0.17], [-1.26, -1.05, -0.07], [-0.50, 1.65, 1.26], [-0.95, 1.50, 2.86], [0.61, 0.39, 0.01], [-0.85, 0.23, 0.01], [-0.38, 0.00, 0.34], [-0.38, 0.57, 1.29], [-0.13, 0.15, 0.54], [-0.24, 0.14, -0.11], [0.13, -0.17, 0.03], [0.14, -0.11, 0.29], [1.03, -3.02, -5.95], [0.12, 0.04, -0.04], [0.58, 0.42, 0.16], [0.09, -0.02, 0.03], [-0.17, 0.06, -0.03], [-0.10, 0.25, -0.09], [0.30, -0.99, -0.18], [-0.49, 0.23, -0.06], [-0.02, 0.09, -0.01], [-0.13, 0.08, -0.01], [0.16, -0.19, 0.13], [-0.95, -0.39, 0.64], [0.03, -0.06, 0.03], [-0.08, 0.23, -0.24], [-0.05, -0.09, 0.25], [0.06, -0.14, 0.01], [-0.18, -0.14, 0.07], [0.30, -0.14, 0.15], [-0.70, 0.13, 0.25], [0.19, 0.27, 0.17], [-0.09, 0.02, -0.23], [-0.08, -0.28, 0.28], [-0.14, 0.50, -0.35], [0.16, -0.27, -0.13], [0.14, 0.17, -0.09], [0.11, 0.09, -0.03], [-0.01, -0.16, -0.08], [0.08, 0.05, -0.11], [0.06, -0.03, -0.01], [0.19, -0.15, -0.17], [0.05, 0.01, -0.04], [-0.01, 0.22, 0.00], [-0.23, -0.04, -0.10], [-0.02, -0.10, -0.08], [0.17, -0.13, 0.16], [0.04, 0.02, 0.01], [-0.08, -0.08, 0.14], [0.12, 0.08, 0.10], [-0.07, -0.13, 0.02], [-0.74, -0.37, -0.62], [0.04, -0.04, 0.22], [0.06, 0.22, 0.07], [1.29, 0.64, 1.09], [0.23, -0.03, 0.00], [1.38, 0.47, -0.71], [0.36, -0.18, -0.02], [1.12, -1.18, -1.02], [-0.40, -0.07, 0.25], [-0.09, -0.39, -0.06], [0.37, -0.06, 0.01], [0.04, -1.04, 1.64], [-2.40, 3.85, -1.67], [0.86, -3.27, 0.80], [0.09, 0.36, -0.05], [-0.16, 0.33, -0.46], [0.06, 0.68, 0.44], [-0.20, 0.01, -0.01], [-0.17, 0.06, 0.03], [-0.11, 0.03, -0.03], [0.15, 0.20, 0.01], [0.13, 0.37, 0.09], [0.12, 0.05, -0.05], [-0.09, 0.08, 0.03], [0.00, 0.34, -0.05], [-0.10, 0.24, 0.02], [-0.11, -0.01, -0.13], [0.00, -0.07, -0.27], [0.08, -0.14, -0.17], [0.31, -0.02, -0.01], [0.12, 0.00, 0.05], [0.23, -0.05, -0.02], [-0.02, -0.23, 0.36], [-0.19, 0.00, 0.10], [0.00, 0.04, 0.20], [-0.51, -0.32, 0.08], [0.32, 0.13, -1.36], [0.26, 0.83, -1.01], [-1.70, -0.19, 1.19], [1.11, -0.01, -0.27], [-0.57, 0.16, -0.34], [-0.06, 0.14, 1.42], [0.08, 0.15, -0.06], [-0.01, 0.01, 0.16], [0.27, 0.17, 0.08], [-0.15, 0.03, 0.09], [-0.07, 0.10, 0.30], [-0.36, 0.69, 0.04], [0.69, -1.81, -0.12]],
  "mulliken_charge": [-0.260, -0.332, -0.450, -0.761, 0.086, -0.847, -0.717, 0.205, -0.935, 1.559, -0.864, -0.459, -0.673, -0.126, -0.298, 0.209, -0.199, -0.434, 0.063, 0.068, 0.189, -0.614, -0.109, -0.720, 0.387, -1.026, -0.273, 0.449, -0.572, 0.253, -0.227, 0.437, -0.202, -0.407, 0.304, -0.435, -0.190, -0.052, 0.192, 0.311, 0.345, 0.229, 0.336, 0.324, 0.393, -0.143, 0.303, 0.343, 0.341, 0.307, -0.109, 0.151, 0.251, 0.415, -0.662, -0.437, 0.145, 0.383, 0.357, 0.065, -0.037, 0.544, 0.186, -0.303, 0.113, 0.268, 0.333, 0.377, -0.135, 0.287, 0.386, 0.247, 0.080, 0.337, 0.360, -0.118, 0.203, 0.134, 0.246, 0.324, 0.313, -1.181, 0.297, -0.539, 0.251, 0.397, 0.387, 0.030, 0.066, 0.274, -0.770, -0.313, 0.204, -0.504, -0.892, -0.700, 0.565, -0.520, 0.442, 0.410, 0.498, 0.156, 0.514, -0.647, 0.372, 0.324, -0.775, -0.261, -0.682, -0.177, -0.320, -0.471, -0.547, -0.279, -0.697, 0.314, 0.243, 0.336, 0.327, 0.398, 0.338, 0.133, 0.157, 0.410, 0.461, 0.297, 0.258, 0.259, 0.320, -0.323, 0.415, 0.366, -0.033, 0.380, 0.859, -1.745, 1.469, -1.267, -0.646, -1.342, 1.570, 0.554, -0.455, -1.785, -1.532, -1.737, 0.394, 0.391, 0.373, 0.317, 0.569, 0.337, 0.341, 0.529, 0.364, 0.416, 0.407, 0.352, 0.384, 0.318, 0.349, 0.416, 0.370, 0.386, -1.412, 0.449, -0.202, -0.308, 0.605, -0.540, -0.325, 0.372, 0.364, 0.327, 0.262, 0.322, -0.113, -0.741]
}